C7H24ClNaO9 | ωB97M-V/def2-TZVPD

Last column: Mulliken charge in e.
CARTESIAN COORDINATES (ANGSTROEM)
Na  -1.674  -1.475  3.739  0.873
Cl  0.610  -0.864  1.738  1.371
O  0.984  -1.686  2.866  -0.644
O  -0.027  0.333  2.275  -0.618
O  1.695  -0.518  0.882  -0.611
O  -0.376  -1.573  0.932  -0.599
C  -2.291  -3.085  -1.842  -0.894
C  -1.138  -2.658  -2.743  -0.273
O  0.047  -2.334  -2.037  -0.468
H  -2.819  -2.233  -1.407  0.304
H  -1.937  -3.737  -1.037  0.106
H  -3.034  -3.621  -2.438  0.426
H  -1.488  -1.789  -3.321  0.221
H  -0.880  -3.431  -3.467  0.320
H  -0.206  -1.971  -1.182  0.304
C  3.822  1.063  -1.348  -1.115
C  3.271  2.457  -1.588  0.129
O  2.850  2.605  -2.951  -0.536
H  3.830  0.798  -0.289  0.277
H  4.847  1.023  -1.718  0.357
H  3.261  0.247  -1.810  0.282
H  4.142  3.086  -1.356  0.293
H  2.426  2.759  -0.965  0.042
H  2.539  3.510  -3.030  0.289
C  1.101  3.973  3.252  -0.548
O  -0.090  3.224  3.118  -0.484
H  1.901  3.590  2.612  0.211
H  0.899  5.006  2.957  0.243
H  1.499  4.041  4.272  0.269
H  0.122  2.328  2.839  0.377
C  -0.839  2.639  -0.786  -0.573
O  -0.089  1.629  -1.408  -0.427
H  -1.393  3.170  -1.562  0.282
H  -1.588  2.267  -0.077  0.231
H  -0.216  3.376  -0.265  0.247
H  0.349  1.081  -0.752  0.209
C  -3.606  -4.151  1.369  -0.644
O  -2.835  -3.006  1.732  -0.423
H  -4.356  -3.878  0.621  0.276
H  -2.964  -4.905  0.912  0.306
H  -4.111  -4.517  2.256  0.276
H  -2.241  -2.773  1.008  0.336

Properties
- LUMO: -0.05012 Eh
- Net charge: 0
- Highest occupied orbital energy: -0.3492 Eh
- Orbital gap: 8.14 eV

---

C7H24IO7 | ωB97M-V/def2-TZVPD

Last column: Mulliken charge in e.
CARTESIAN COORDINATES (ANGSTROEM)
I  1.420  1.058  -0.099  -0.547
C  -1.327  0.688  2.975  -0.446
O  -1.069  2.005  2.542  -0.493
H  -0.471  0.307  3.535  0.264
H  -2.218  0.701  3.605  0.323
H  -1.613  0.031  2.149  0.101
H  -0.404  2.019  1.842  0.184
C  3.916  4.084  -0.357  -0.561
O  3.095  4.132  -1.510  -0.512
H  4.734  4.799  -0.467  0.259
H  3.349  4.279  0.554  0.250
H  4.462  3.147  -0.207  0.255
H  2.439  3.431  -1.396  0.236
C  1.707  -3.088  -2.434  -0.479
O  2.475  -2.436  -1.426  -0.453
H  1.435  -2.380  -3.217  0.252
H  2.351  -3.860  -2.856  0.242
H  0.849  -3.610  -2.007  0.206
H  1.957  -1.698  -1.076  0.171
C  -2.828  1.540  -0.693  0.102
C  -4.057  1.794  -1.545  -0.586
O  -3.838  1.363  -2.893  -0.548
O  -1.789  2.395  -1.135  -0.504
H  -2.477  0.505  -0.770  0.204
H  -3.051  1.631  0.377  0.193
H  -4.249  2.869  -1.575  0.282
H  -4.888  1.195  -1.178  0.334
H  -3.031  1.808  -3.178  0.318
H  -0.947  1.984  -0.884  0.121
C  -0.077  -2.572  1.517  -0.307
C  0.487  -3.971  1.683  -0.465
O  1.854  -4.042  1.316  -0.532
O  -0.092  -2.180  0.176  -0.394
H  0.540  -1.854  2.073  0.314
H  -1.068  -2.501  1.987  0.298
H  -0.127  -4.629  1.055  0.236
H  0.412  -4.317  2.715  0.354
H  1.974  -3.382  0.615  0.346
H  0.166  -1.244  0.188  -0.013

Properties
- Energy relative to the best compared isomer or geometry (same formula, charge and spin): 0.0 kJ/mol
- LUMO: 0.11308 Eh
- Net charge: -1
- Highest occupied orbital energy: -0.2033 Eh
- Orbital gap: 8.61 eV

---

C7H24NO4 | ωB97M-V/def2-TZVPD

Last column: Mulliken charge in e.
CARTESIAN COORDINATES (ANGSTROEM)
C  0.542  2.136  -0.258  -0.652
C  1.615  1.550  -1.131  -0.754
C  1.446  0.147  -1.724  -0.643
C  0.210  -0.020  -2.625  -0.931
C  -1.027  -0.435  -1.847  -0.109
C  -1.166  -1.637  -1.317  0.145
C  -2.283  -2.342  -0.643  -1.486
N  0.230  1.207  0.851  -0.048
H  0.892  3.084  0.111  0.453
H  -0.363  2.417  -0.782  0.257
H  1.727  2.227  -1.989  0.395
H  2.631  1.610  -0.758  0.377
H  1.382  -0.674  -1.004  0.448
H  2.357  0.004  -2.306  0.361
H  0.364  -0.808  -3.360  0.345
H  -0.016  0.895  -3.146  0.423
H  -1.778  0.322  -1.629  0.253
H  -0.293  -2.277  -1.385  0.314
H  -2.717  -3.147  -1.222  0.362
H  -2.015  -2.663  0.365  0.266
H  -3.067  -1.666  -0.378  0.368
H  1.098  0.941  1.340  0.334
H  -0.470  1.606  1.468  0.349
H  0.001  0.238  0.602  0.226
H  -1.922  -0.719  1.851  0.244
H  -0.895  -1.384  2.745  0.305
O  -1.070  -0.548  2.273  -0.591
H  3.804  0.981  2.075  0.278
H  4.090  0.412  0.626  0.307
O  3.482  0.920  1.173  -0.595
H  -3.089  2.168  1.075  0.276
H  -2.628  1.988  -0.478  0.272
O  -2.400  1.933  0.453  -0.544
H  0.985  -3.259  3.239  0.296
H  0.364  -3.366  1.871  0.297
O  0.318  -2.843  2.677  -0.598

Properties
- Energy relative to the best compared isomer or geometry (same formula, charge and spin): 125.0 kJ/mol
- LUMO: -0.09237 Eh
- Net charge: +1
- Highest occupied orbital energy: -0.4565 Eh
- Orbital gap: 9.91 eV

---

C7H24O6 | ωB97M-V/def2-TZVPD

Last column: Mulliken charge in e.
CARTESIAN COORDINATES (ANGSTROEM)
C  -0.415  -0.286  2.612  -0.869
C  -0.082  0.272  1.454  0.309
C  -0.376  1.702  1.082  -0.944
C  -0.842  1.818  -0.346  0.917
C  0.025  1.842  -1.351  -1.346
C  -2.327  1.972  -0.566  -0.826
C  -3.122  0.766  -0.071  -0.912
H  -0.155  -1.319  2.834  0.316
H  -0.943  0.232  3.403  0.288
H  0.506  -0.295  0.747  -0.072
H  -1.109  2.136  1.771  0.418
H  0.552  2.260  1.250  0.462
H  1.103  1.800  -1.261  0.380
H  -0.268  1.971  -2.392  0.388
H  -2.663  2.862  -0.029  0.357
H  -2.525  2.164  -1.630  0.315
H  -2.881  -0.168  -0.592  0.202
H  -2.931  0.544  0.978  0.229
H  -4.199  0.909  -0.202  0.386
O  2.746  1.239  1.733  -0.686
H  2.763  0.590  0.992  0.418
H  2.270  0.837  2.473  0.334
O  2.965  -0.848  -0.130  -0.796
H  2.560  -0.603  -1.004  0.437
H  3.917  -0.834  -0.264  0.295
O  -0.704  -1.145  -2.328  -0.821
H  -1.219  -0.370  -2.100  0.247
H  -0.803  -1.758  -1.559  0.511
O  -0.952  -2.636  -0.133  -0.734
H  -1.424  -2.222  0.586  0.327
H  -0.062  -2.762  0.283  0.391
O  1.541  -2.977  0.908  -0.699
H  2.024  -2.173  0.597  0.447
H  1.996  -3.755  0.573  0.279
O  1.894  -0.337  -2.530  -0.681
H  0.929  -0.594  -2.491  0.451
H  2.214  -0.834  -3.296  0.283

Properties
- Structure (SMILES): C=CCC(=C)CC.O.O.O.O.O.O
- Energy relative to the best compared isomer or geometry (same formula, charge and spin): 15.0 kJ/mol
- LUMO: 0.01377 Eh
- Net charge: 0
- Highest occupied orbital energy: -0.3457 Eh
- Orbital gap: 9.78 eV

---

C7H25BCl2CoCrN7O22 | ωB97M-V/def2-TZVPD

Last column: Löwdin spin population.
CARTESIAN COORDINATES (ANGSTROEM)
Cr  -2.145  0.727  -0.464  3.822
Co  1.775  -1.405  0.184  2.803
Cl  -0.231  -3.552  2.105  0.003
O  -0.264  -5.002  2.050  0.006
O  0.731  -3.078  1.111  0.027
O  -1.510  -2.998  1.734  0.001
O  0.231  -3.099  3.391  0.001
Cl  0.145  3.762  -1.442  0.001
O  -0.977  3.041  -0.889  0.023
O  1.312  3.446  -0.679  0.001
O  0.287  3.310  -2.819  0.000
O  -0.120  5.164  -1.434  0.003
B  -0.243  -0.536  -0.428  0.077
H  -1.170  -1.182  -0.217  0.015
H  -0.381  0.454  -0.968  0.003
H  0.302  -0.287  0.536  0.022
H  0.395  -1.179  -1.104  0.014
C  -3.079  -0.697  3.550  0.001
N  -3.588  -0.680  2.171  0.003
O  -4.524  -1.351  1.865  0.014
O  -3.001  0.026  1.345  0.019
H  -2.938  0.294  3.969  0.000
H  -2.138  -1.250  3.525  0.000
H  -3.784  -1.265  4.150  0.000
C  2.833  -0.454  -4.074  0.000
N  2.649  -1.720  -3.279  0.002
O  2.274  -1.625  -2.113  0.013
O  2.912  -2.760  -3.800  0.000
H  3.881  -0.425  -4.352  0.000
H  2.459  0.361  -3.469  0.000
H  2.201  -0.475  -4.960  0.000
C  -1.744  1.320  -4.961  0.000
N  -1.683  0.282  -3.898  0.001
O  -1.465  -0.844  -4.236  0.006
O  -1.927  0.657  -2.759  0.013
H  -2.797  1.579  -5.070  0.000
H  -1.369  0.839  -5.856  0.000
H  -1.225  2.220  -4.635  0.000
C  0.271  3.730  2.736  0.000
N  0.489  2.340  2.270  0.001
O  1.482  1.763  2.667  0.000
O  -0.389  1.819  1.615  0.012
H  0.704  3.953  3.702  0.000
H  -0.817  3.776  2.772  0.000
H  0.544  4.386  1.909  0.000
C  -4.340  -3.318  -0.780  0.001
N  -3.900  -2.165  -1.593  0.004
O  -3.434  -1.147  -1.089  0.021
O  -3.867  -2.336  -2.795  0.008
H  -3.940  -4.230  -1.202  0.000
H  -5.412  -3.190  -0.651  0.000
H  -3.886  -3.167  0.199  0.000
C  2.085  -0.914  4.365  0.001
N  2.914  -0.711  3.151  0.005
O  2.488  -0.971  2.040  0.031
O  3.971  -0.171  3.324  -0.002
H  1.071  -0.567  4.195  0.000
H  2.475  -0.353  5.210  0.000
H  2.122  -1.954  4.684  0.000
C  4.150  2.085  0.404  0.001
N  3.620  1.192  -0.661  0.004
O  3.942  1.380  -1.790  -0.002
O  2.783  0.367  -0.322  0.021
H  3.724  1.660  1.306  0.000
H  3.832  3.100  0.179  0.000
H  5.235  2.024  0.378  0.000

Properties
- Energy relative to the best compared isomer or geometry (same formula, charge and spin): 71.5 kJ/mol
- LUMO (spin up / spin down): -0.16724 / -0.14658 Eh
- Net charge: +1
- Highest occupied orbital energy (spin up / spin down): -0.4462 / -0.4464 Eh
- 2S+1: 8
- Orbital gap (spin up / spin down): 7.59 / 8.16 eV

---

C7H25Br6N3O3 | ωB97M-V/def2-TZVPD

Last column: Löwdin spin population.
CARTESIAN COORDINATES (ANGSTROEM)
N  -0.076  -3.863  -0.995  0.000
H  -0.938  -4.251  -1.351  0.000
H  0.197  -4.424  -0.200  0.000
H  -0.381  -2.957  -0.672  0.000
H  0.536  -3.677  -1.776  0.000
N  -3.775  -0.193  -1.638  0.000
H  -4.324  -0.493  -0.846  0.000
H  -3.986  -0.777  -2.434  0.000
H  -2.820  -0.194  -1.309  0.000
H  -3.869  0.759  -1.962  0.000
N  -0.946  -2.043  3.729  0.000
H  -0.636  -1.673  2.841  0.000
H  -1.945  -1.899  3.691  0.000
H  -0.321  -1.695  4.442  0.000
H  -0.692  -3.019  3.692  0.000
O  -1.141  0.757  -0.200  0.000
C  -0.913  -0.489  0.242  0.000
O  -0.476  -0.713  1.370  0.000
O  -1.263  -1.421  -0.540  0.000
H  -1.073  1.271  0.608  0.000
Br  3.863  -2.601  0.875  0.000
C  3.041  -0.960  1.737  0.000
C  3.125  -1.236  3.262  0.000
Br  2.070  0.089  4.370  0.000
H  2.038  -0.851  1.324  0.000
H  3.649  -0.114  1.418  0.000
H  4.091  -1.325  3.761  0.000
H  2.702  -2.199  3.549  0.000
Br  1.631  -0.988  -2.875  0.070
C  2.113  0.601  -1.820  -0.004
C  2.929  1.464  -2.756  0.052
Br  4.798  0.747  -2.526  0.852
H  2.647  0.287  -0.923  -0.001
H  1.203  1.150  -1.578  0.000
H  2.899  2.512  -2.456  0.021
H  2.704  1.508  -3.821  0.008
Br  0.220  3.846  -0.759  0.001
C  -1.638  3.740  -1.505  0.000
C  -2.479  4.431  -0.572  0.000
Br  -4.387  4.589  -1.203  0.000
H  -1.949  2.708  -1.667  0.000
H  -1.688  4.204  -2.489  0.000
H  -2.178  5.468  -0.425  0.000
H  -2.559  3.924  0.389  0.000

Properties
- LUMO (spin up / spin down): -0.31738 / -0.51143 Eh
- Net charge: +3
- Highest occupied orbital energy (spin up / spin down): -0.6137 / -0.6137 Eh
- 2S+1: 2
- Orbital gap (spin up / spin down): 8.06 / 2.78 eV

---

> Which of these has the lowest net charge?

C7H24IO7

---

> The lowest net charge belongs to which entry?

C7H24IO7